## a
# H3N3O2

2 unconnected molecules or ions with the total composition H3N3O2 (ωB97M-V/def2-TZVPD, OMol25).

## Properties
* gap between HOMO and LUMO (alpha / beta): 7.214 / 7.321 eV
* E_LUMO (alpha / beta): 0.24 / 0.30 eV
* charge: 0
* HOMO level (alpha / beta): -6.97 / -7.02 eV

Structure (XYZ):
```
8
H3N3O2 | OMol25 | ωB97M-V/def2-TZVPD
N 0.014 -0.924 -1.452
N -1.023 0.150 0.729
N 0.017 0.491 -0.103
O 1.100 0.368 0.655
O 0.898 -1.006 -2.217
H -1.950 0.438 0.402
H -0.966 -0.010 1.833
H 1.910 0.493 0.153
```

Here are the Mulliken charges for atoms 1 to 5, given in e: 0.24 -0.37 -0.03 -0.40 -0.28

## b
# H3N3O2

H3N3O2 in the gas phase (ωB97M-V/def2-TZVPD, OMol25).

## Properties
* gap between HOMO and LUMO: 10.838 eV
* structure (SMILES): N/[N+]([O-])=N/O
* E_LUMO: 0.98 eV
* charge: 0
* HOMO level: -9.86 eV

Structure (XYZ):
```
8
H3N3O2 | OMol25 | ωB97M-V/def2-TZVPD
N -0.768 -0.225 0.196
N 0.688 0.097 -1.262
N 0.290 0.307 0.046
O 0.987 1.074 0.746
O -1.157 -0.012 1.598
H 0.174 -0.770 -1.674
H 1.736 0.050 -1.262
H -1.950 -0.522 1.611
```

Here are the Mulliken charges for atoms 1 to 5, given in e: -0.54 -0.58 1.18 -0.66 -0.37

Of them, b has the highest stability.

## a
# C16H17N

2 unconnected molecules or ions with the total composition C16H17N (ωB97M-V/def2-TZVPD, OMol25).

## Properties
* gap between HOMO and LUMO (alpha / beta): 2.266 / 5.471 eV
* 2S+1: 2
* E_LUMO (alpha / beta): 2.97 / 2.78 eV
* charge: -1
* <S²>: 0.77
* HOMO level (alpha / beta): 0.71 / -2.69 eV

Structure (XYZ):
```
34
C16H17N | OMol25 | ωB97M-V/def2-TZVPD
C -4.251 3.089 -2.190
C -1.847 0.503 -0.972
C -2.508 1.181 -2.028
C -3.327 2.172 -1.439
C -3.273 2.029 -0.061
C -0.643 -0.876 -2.515
C -0.883 -0.504 -1.151
C -1.184 -0.157 -3.572
C -2.144 0.844 -3.378
N -2.339 1.012 0.200
H 0.219 -1.502 -2.759
H -0.434 -1.034 -0.326
H -0.884 -0.385 -4.590
H -2.512 1.430 -4.211
H -2.105 0.758 1.142
H -3.604 2.665 0.745
H -3.813 3.331 -3.154
H -4.363 4.052 -1.689
H -5.236 2.652 -2.367
C 4.116 0.219 3.252
C 1.934 -2.950 1.368
C 1.282 -2.036 2.211
C 3.263 -2.788 1.054
C 2.020 -1.059 2.837
C 3.985 -1.747 1.676
C 3.376 -0.868 2.539
H 1.365 -3.767 0.949
H 0.204 -2.075 2.303
H 3.841 -3.580 0.606
H 1.673 -0.458 3.665
H 5.046 -1.665 1.468
H 3.805 1.230 3.005
H 5.188 0.137 3.040
H 4.034 0.148 4.341
```

Here are the Mulliken charges for atoms 1 to 5, given in e: -1.29 -0.12 0.77 0.61 -1.02

## b
# C16H17N

2 unconnected molecules or ions with the total composition C16H17N (ωB97M-V/def2-TZVPD, OMol25).

## Properties
* gap between HOMO and LUMO (alpha / beta): 2.473 / 7.832 eV
* 2S+1: 2
* E_LUMO (alpha / beta): 3.49 / 3.33 eV
* charge: -1
* <S²>: 0.75
* HOMO level (alpha / beta): 1.02 / -4.50 eV

Structure (XYZ):
```
34
C16H17N | OMol25 | ωB97M-V/def2-TZVPD
C -0.085 -1.236 3.399
C 1.527 -0.570 1.695
C 0.633 -1.511 2.162
C 1.584 -2.274 0.146
C 0.674 -2.651 1.190
C 1.836 -3.196 -0.868
C -0.145 -3.729 1.093
C 1.102 -4.410 -0.873
C 0.095 -4.704 0.073
N 2.130 -0.987 0.556
H 1.797 0.214 2.182
H 2.685 -0.520 0.031
H 0.355 -0.461 4.047
H -0.218 -2.029 4.165
H 2.668 -3.051 -1.494
H -0.728 -4.065 1.992
H 1.280 -5.030 -1.785
H -0.580 -5.561 0.098
H -1.028 -0.930 3.059
C -2.267 3.494 0.386
C -1.256 3.088 -3.209
C -2.006 3.318 -2.034
C 0.117 2.812 -3.134
C -1.401 3.227 -0.770
C 0.765 2.779 -1.884
C 0.025 2.935 -0.689
H -1.645 2.953 -4.160
H -3.137 3.447 -2.074
H 0.634 2.656 -3.989
H 1.842 2.488 -1.851
H -3.301 3.620 -0.011
H -1.847 4.287 1.000
H 0.497 2.859 0.375
H -2.601 2.736 1.175
```

Here are the Mulliken charges for atoms 1 to 5, given in e: -1.45 -2.86 1.72 -0.83 0.11

Of them, a has the highest stability.

## a
# C16H17N

2 unconnected molecules or ions with the total composition C16H17N (ωB97M-V/def2-TZVPD, OMol25).

## Properties
* gap between HOMO and LUMO (alpha / beta): 2.521 / 5.819 eV
* 2S+1: 2
* E_LUMO (alpha / beta): 3.19 / 3.10 eV
* charge: -1
* <S²>: 0.77
* HOMO level (alpha / beta): 0.67 / -2.72 eV

Structure (XYZ):
```
34
C16H17N | OMol25 | ωB97M-V/def2-TZVPD
C 3.238 -2.406 -1.456
C 0.742 -2.224 -1.240
C 1.956 -2.803 -0.886
C -0.374 -2.647 -0.511
C -0.352 -3.639 0.512
C 1.934 -3.768 0.185
C 0.841 -4.286 0.843
H 0.646 -1.497 -2.163
H -1.319 -2.093 -0.688
H 3.828 -1.596 -0.999
H 3.146 -2.352 -2.482
H -1.254 -3.825 1.201
H 2.942 -4.133 0.561
H 0.991 -4.956 1.654
H 4.120 -3.225 -1.238
C -0.661 2.412 -2.696
C -0.577 1.988 -0.024
C -0.941 2.547 -1.241
C -1.212 2.729 1.049
C -1.654 3.723 -0.977
C 0.148 0.852 0.375
C 0.125 0.486 1.628
C -0.762 1.025 2.584
C -1.276 2.340 2.320
N -1.883 3.773 0.426
H 0.886 0.329 -0.244
H 0.540 -0.565 1.821
H -0.990 0.676 3.540
H 0.451 2.111 -2.680
H -0.611 3.304 -3.299
H -2.001 4.500 -1.600
H -2.414 4.523 0.944
H -1.762 2.881 3.113
H -1.068 1.532 -3.214
```

Here are the Mulliken charges for atoms 1 to 5, given in e: -1.33 -0.35 0.93 -0.26 -0.23

## b
# C16H17N

2 unconnected molecules or ions with the total composition C16H17N (ωB97M-V/def2-TZVPD, OMol25).

## Properties
* gap between HOMO and LUMO (alpha / beta): 2.373 / 5.888 eV
* 2S+1: 2
* E_LUMO (alpha / beta): 2.98 / 2.95 eV
* charge: -1
* <S²>: 0.77
* HOMO level (alpha / beta): 0.60 / -2.94 eV

Structure (XYZ):
```
34
C16H17N | OMol25 | ωB97M-V/def2-TZVPD
C -2.438 0.764 1.441
C -3.190 3.092 -1.439
C -2.572 4.321 -1.106
C -3.195 2.000 -0.622
C -2.409 1.966 0.557
C -1.856 4.270 0.073
C -1.713 3.103 0.878
H -3.693 2.965 -2.396
H -2.585 5.209 -1.715
H -3.794 1.139 -0.889
H -1.526 5.162 0.603
H -2.212 1.037 2.471
H -1.748 -0.002 1.079
H -0.970 3.158 1.662
H -3.369 0.198 1.499
C 0.666 -4.127 1.122
C -0.166 -1.874 0.220
C 0.863 -2.757 0.541
C 1.776 -0.930 -0.453
C 2.106 -2.227 0.092
C 2.719 -0.149 -1.082
C 3.475 -2.616 -0.042
C 4.042 -0.609 -1.316
C 4.398 -1.845 -0.738
N 0.423 -0.742 -0.370
H -1.183 -2.219 0.110
H 0.014 0.169 -0.474
H 0.319 -4.841 0.385
H -0.029 -4.053 1.980
H 2.454 0.799 -1.557
H 3.698 -3.623 0.313
H 4.735 -0.195 -2.036
H 5.433 -2.091 -0.506
H 1.528 -4.453 1.713
```

Here are the Mulliken charges for atoms 1 to 5, given in e: -1.28 -0.14 -0.74 -0.63 0.94

## c
# C16H17N

2 unconnected molecules or ions with the total composition C16H17N (ωB97M-V/def2-TZVPD, OMol25).

## Properties
* gap between HOMO and LUMO (alpha / beta): 2.098 / 5.474 eV
* 2S+1: 2
* E_LUMO (alpha / beta): 2.74 / 2.73 eV
* charge: -1
* <S²>: 0.77
* HOMO level (alpha / beta): 0.64 / -2.74 eV

Structure (XYZ):
```
34
C16H17N | OMol25 | ωB97M-V/def2-TZVPD
C 3.841 -1.673 2.291
C 0.268 -2.648 2.701
C 1.396 -2.473 1.868
C 2.402 -1.847 2.649
C 1.914 -1.703 3.933
C -1.072 -3.324 0.845
C -0.961 -3.148 2.257
C -0.013 -3.065 -0.016
C 1.266 -2.721 0.449
N 0.631 -2.241 3.955
H -1.997 -3.643 0.372
H -1.895 -3.213 2.810
H -0.282 -3.116 -1.069
H 2.059 -2.414 -0.226
H 0.010 -2.213 4.749
H 2.432 -1.344 4.804
H 4.267 -0.824 2.841
H 4.022 -1.385 1.246
H 4.465 -2.557 2.467
C -1.942 3.661 -4.671
C -1.289 1.479 -1.617
C -1.475 1.858 -2.939
C -1.299 2.444 -0.624
C -1.578 3.201 -3.283
C -1.336 3.786 -0.952
C -1.378 4.158 -2.287
H -1.116 0.437 -1.385
H -1.330 1.160 -3.759
H -1.260 2.135 0.410
H -1.192 4.553 -0.200
H -2.252 2.866 -5.339
H -1.126 4.225 -5.118
H -1.426 5.207 -2.556
H -2.752 4.381 -4.606
```

Here are the Mulliken charges for atoms 1 to 5, given in e: -1.28 0.02 0.94 0.50 -0.89

Of them, c has the highest stability.

## a
# C3H7NO2S

C3H7NO2S in the gas phase (ωB97M-V/def2-TZVPD, OMol25).

## Properties
* gap between HOMO and LUMO: 10.144 eV
* structure (SMILES): N[C@@H](CS)C(=O)O
* E_LUMO: 0.59 eV
* charge: 0
* HOMO level: -9.55 eV

Structure (XYZ):
```
14
C3H7NO2S | OMol25 | ωB97M-V/def2-TZVPD
O 1.527 0.169 2.263
C 1.204 -0.068 1.142
O 1.858 -0.983 0.359
C 0.007 0.481 0.396
C -0.943 -0.644 -0.027
S -2.457 0.036 -0.846
N 0.392 1.433 -0.644
H 2.773 -1.058 0.666
H -0.523 1.108 1.122
H -0.435 -1.231 -0.795
H -1.346 -1.264 0.766
H -2.406 -0.733 -1.937
H 0.818 0.946 -1.434
H -0.469 1.809 -1.031
```

Here are the Mulliken charges for atoms 1 to 5, given in e: -0.51 0.17 -0.45 0.31 -0.73

## b
# C3H7NO2S

2 unconnected molecules or ions with the total composition C3H7NO2S (ωB97M-V/def2-TZVPD, OMol25).

## Properties
* gap between HOMO and LUMO: 8.413 eV
* E_LUMO: -1.28 eV
* charge: 0
* HOMO level: -9.70 eV

Structure (XYZ):
```
14
C3H7NO2S | OMol25 | ωB97M-V/def2-TZVPD
C -2.943 0.288 0.835
C -2.384 -0.358 -0.410
C 0.018 0.138 -0.210
H -3.938 0.774 0.916
H -2.070 1.179 0.788
H -2.908 -0.314 1.676
H -2.303 0.321 -1.298
H -2.959 -1.306 -0.767
H 1.000 -1.662 -0.154
H 2.743 -0.884 2.010
N 1.175 -0.605 -0.408
O -1.054 -0.816 -0.161
O -0.060 1.335 -0.513
S 2.686 0.098 0.236
```

Here are the Mulliken charges for atoms 1 to 5, given in e: -0.86 -0.20 0.59 0.32 0.20

Of them, a has the highest stability.